(1)
{
  "formula": "C24H44BaN3P2SSi",
  "method": "ωB97M-V/def2-TZVPD",
  "e_homo_ev": -10.0344,
  "total_energy_ha": -2500.99257,
  "orbital_gap_ev": 7.46,
  "total_charge": 1,
  "elements": ["H", "H", "C", "H", "H", "S", "H", "H", "H", "H", "H", "H", "N", "C", "H", "C", "C", "C", "C", "Si", "H", "H", "P", "H", "H", "H", "H", "H", "C", "H", "H", "H", "H", "C", "H", "H", "C", "C", "C", "C", "C", "C", "C", "H", "N", "C", "C", "H", "H", "C", "H", "C", "H", "H", "H", "C", "C", "H", "H", "Ba", "H", "H", "H", "H", "H", "P", "H", "H", "H", "H", "H", "C", "N", "C", "H", "C"],
  "xyz": [[-2.764, 4.762, 1.305], [-1.098, 3.827, 3.567], [-2.068, 2.390, -4.673], [-2.667, 2.286, -5.578], [-3.386, 2.104, 0.570], [-1.153, 1.296, -1.470], [-1.606, -0.695, -3.656], [-2.017, 2.401, 4.047], [-3.240, 0.867, 3.356], [-4.185, 2.805, 1.969], [0.561, 2.533, -6.623], [0.890, -1.152, -2.346], [-2.070, 2.865, 1.979], [-1.056, -0.526, -4.579], [2.535, -0.941, -1.742], [0.469, 1.702, -2.075], [1.674, -1.612, -1.743], [-3.332, 2.183, 1.657], [0.515, -2.603, 4.246], [-0.570, 1.276, -4.769], [2.286, 2.078, -4.883], [1.957, -2.559, -2.205], [1.008, -1.810, -0.057], [-1.940, 3.757, 0.084], [3.132, 0.127, 4.063], [1.115, 0.857, -6.578], [-0.888, -2.966, -0.983], [3.249, -3.489, -0.805], [3.621, -2.877, 2.957], [5.380, -4.091, 2.836], [0.440, -4.106, -0.696], [-1.679, -2.024, 2.159], [2.892, -1.211, 5.189], [2.652, 2.259, -1.559], [-3.325, 0.115, -0.252], [-1.008, 4.571, 1.359], [2.379, -0.505, 4.536], [3.348, -3.306, 0.256], [-3.108, -0.691, 0.444], [2.403, -2.512, 0.910], [0.730, 1.716, -3.455], [-1.943, 4.054, 1.133], [2.027, 2.039, -3.833], [5.134, -4.476, 0.397], [-2.534, -0.173, 1.690], [-0.095, -3.248, -0.287], [-3.450, 0.810, 2.287], [4.020, 2.570, -3.177], [3.737, -2.727, 4.022], [0.248, 1.505, -6.441], [-4.035, -1.246, 0.647], [2.545, -2.289, 2.288], [-1.772, 3.438, -4.591], [-2.691, 2.151, -3.814], [1.244, -3.213, 4.783], [-2.350, -1.293, 2.608], [4.553, -3.654, 2.293], [3.376, 2.461, -0.777], [-1.681, -0.829, -5.421], [0.066, 1.114, 1.107], [-0.173, -1.169, -4.583], [-0.553, -3.544, 0.657], [-4.488, 0.458, 2.208], [-0.469, 1.248, -7.222], [-3.301, -1.794, 2.836], [1.334, -1.302, 3.260], [-0.072, -3.256, 3.600], [-1.910, -0.946, 3.543], [-2.396, -1.356, -0.043], [-0.159, -2.146, 4.971], [1.750, 0.127, 5.164], [4.416, -3.869, 0.931], [1.414, 1.964, -1.154], [-2.015, 3.265, 3.384], [-2.863, 3.908, 3.658], [3.011, 2.318, -2.887]]
}

***

(2)
{
  "formula": "C24H44F2LiNO28S2",
  "method": "ωB97M-V/def2-TZVPD",
  "e_homo_ev": -10.4428,
  "total_energy_ha": -4106.16989,
  "orbital_gap_ev": 10.64,
  "elements": ["H", "H", "H", "O", "C", "H", "C", "H", "O", "C", "H", "C", "O", "H", "C", "H", "O", "O", "O", "H", "S", "O", "N", "C", "C", "C", "H", "H", "H", "H", "O", "O", "H", "O", "O", "C", "C", "Li", "H", "H", "C", "H", "O", "H", "C", "H", "H", "O", "H", "C", "H", "C", "S", "C", "H", "H", "H", "H", "F", "H", "H", "C", "O", "C", "C", "H", "O", "H", "C", "C", "O", "H", "O", "H", "O", "H", "H", "O", "C", "O", "F", "H", "O", "O", "O", "C", "H", "O", "H", "H", "C", "H", "H", "O", "H", "O", "O", "O", "H", "C", "H", "H"],
  "xyz": [[3.315, 0.997, -2.040], [-2.442, 1.697, -4.817], [-2.549, 0.015, -4.212], [-2.869, 4.316, 2.943], [-4.100, 3.856, 2.651], [-4.085, 3.712, -2.320], [6.787, -3.866, 4.693], [5.537, 2.290, 4.611], [-4.115, 2.494, 2.685], [0.297, -5.054, -2.800], [-1.212, 3.289, 3.734], [-2.501, 1.067, -3.936], [5.516, 1.154, -5.181], [2.334, 1.976, -3.131], [-1.955, 3.217, 2.943], [-2.312, -1.374, 1.689], [3.456, 0.349, -4.777], [-3.752, -4.953, 0.757], [-2.847, 4.139, 0.226], [-3.239, -1.647, 3.165], [0.304, -1.594, 0.351], [-3.300, -3.197, 1.878], [-0.976, -0.784, -0.422], [4.794, 1.638, 5.066], [-1.838, 4.410, -0.649], [-0.727, -2.946, -3.327], [-1.493, 3.136, 1.964], [-3.000, 1.716, 4.269], [5.550, -0.591, -6.355], [-4.837, 3.873, -0.093], [-1.692, -2.213, -3.390], [4.288, -3.727, 3.876], [2.074, 2.439, 0.762], [4.308, 2.886, 2.709], [3.953, 1.096, 4.045], [-4.293, -5.618, -0.382], [-5.296, 0.828, -0.205], [-2.384, -1.655, -1.302], [0.778, -1.006, -4.800], [3.441, 2.795, -1.986], [3.797, 1.824, 2.931], [2.472, -0.708, 4.202], [5.940, -2.790, 5.085], [-4.229, -5.027, -1.292], [-3.239, -1.786, 2.090], [6.430, -4.833, 5.044], [-4.851, -0.143, -0.032], [-3.678, -0.423, -2.039], [-5.316, -5.916, -0.166], [3.286, 1.924, -2.611], [2.467, 0.817, 0.195], [-4.080, 4.622, -0.340], [-0.468, 0.708, -0.244], [5.527, 0.495, -6.431], [-2.579, 1.144, 2.673], [-1.594, 1.230, -3.350], [-4.233, 5.516, -2.274], [4.660, 0.767, -7.041], [-0.267, -3.026, -0.109], [6.858, -3.874, 3.606], [0.636, -4.882, -1.777], [2.681, -1.671, 4.648], [-4.823, 1.423, -1.409], [-4.035, 0.726, -2.199], [-2.866, 2.036, 3.234], [-4.403, 5.546, 0.137], [-3.579, -3.012, -0.366], [2.364, -2.516, 4.049], [2.802, 1.629, 0.820], [-3.770, 4.633, -1.838], [1.553, -1.520, -0.309], [1.777, -0.932, -3.324], [0.202, -1.631, 1.761], [-3.709, -6.520, -0.564], [4.066, -1.778, 4.995], [5.286, 0.807, 5.560], [3.748, 2.055, 0.486], [-0.698, 4.436, -0.350], [4.714, -2.846, 4.585], [0.526, -2.570, -3.478], [-1.769, 1.512, -0.722], [1.158, -4.807, -3.420], [-0.375, 1.144, 1.111], [-5.052, 4.515, 2.389], [0.538, 1.198, -1.125], [4.375, 1.074, -4.502], [-6.384, 0.816, -0.221], [4.443, 1.907, -3.475], [6.395, 0.849, -6.984], [0.018, -6.083, -2.984], [0.804, -1.190, -3.728], [0.069, -0.559, -3.227], [7.753, -3.667, 5.146], [-2.337, 4.686, -1.876], [4.165, 2.195, 5.759], [-0.839, -4.233, -3.063], [-3.635, 1.498, -3.192], [2.936, 1.162, 2.167], [-5.029, 1.510, 0.607], [-3.568, -3.644, 0.674], [-4.085, -1.295, 1.620], [2.128, -1.679, 5.594]]
}

***

(3)
{
  "formula": "C24H44FN2O6S",
  "method": "ωB97M-V/def2-TZVPD",
  "e_homo_ev": -11.0063,
  "total_energy_ha": -1999.61517,
  "orbital_gap_ev": 7.39,
  "total_charge": 1,
  "elements": ["H", "H", "C", "C", "H", "H", "H", "H", "H", "H", "H", "H", "H", "H", "O", "H", "H", "N", "H", "C", "H", "H", "S", "N", "H", "C", "H", "H", "O", "C", "C", "C", "C", "H", "O", "C", "C", "H", "F", "H", "H", "H", "H", "C", "C", "H", "H", "C", "C", "H", "H", "H", "O", "H", "H", "H", "C", "H", "C", "C", "H", "H", "C", "C", "H", "H", "H", "O", "C", "C", "H", "O", "H", "C", "C", "H", "C", "H"],
  "xyz": [[-2.693, 0.760, -3.512], [2.290, 1.896, -1.372], [1.918, -1.485, -1.097], [-5.469, 4.155, 0.170], [0.918, -2.433, 4.682], [4.003, -0.889, 2.863], [-5.983, 7.328, 2.911], [-3.096, 0.281, 0.534], [-4.321, 6.271, 1.339], [2.590, -3.950, -0.392], [-0.209, -6.262, -4.617], [3.888, -3.573, 0.838], [2.151, -1.320, 3.875], [-1.263, -7.318, -2.630], [-5.495, 3.023, -0.251], [2.066, -4.461, 3.941], [1.122, 0.031, -2.312], [1.772, -0.177, -1.548], [5.881, 1.569, -0.608], [-2.395, 0.507, -0.271], [5.700, 3.315, 0.020], [1.291, -2.254, -1.603], [1.563, -3.487, 1.774], [5.809, -0.278, 1.903], [-4.316, 5.498, 2.907], [-1.267, -6.110, -4.393], [3.468, 2.837, 0.364], [-6.894, 5.513, -0.642], [-0.350, -3.594, -0.963], [4.082, 1.961, 0.731], [-4.928, 5.672, 2.021], [2.468, 0.863, -0.973], [3.400, 0.681, 0.148], [-2.743, 0.011, -1.180], [-1.284, 2.317, -1.461], [-5.822, 5.322, -0.710], [6.389, -0.521, 3.270], [-6.779, 5.756, 3.120], [3.954, 1.941, 2.147], [-1.423, 0.072, -0.023], [-2.580, -6.171, -2.655], [-1.520, -5.099, -4.719], [5.773, 0.077, 3.997], [-1.528, -6.299, -2.914], [4.536, -1.016, 1.887], [-3.230, 2.473, -0.698], [-3.675, 1.969, -2.636], [2.876, -3.277, 0.463], [-2.138, -3.499, -2.517], [-1.855, -6.818, -4.980], [-5.264, 6.227, -0.478], [6.222, 2.018, 1.133], [-0.707, 2.851, -3.523], [6.253, -1.629, 3.475], [2.596, -2.407, 5.318], [4.796, -2.119, 1.804], [-1.013, -4.183, -1.789], [6.492, -0.665, 1.249], [-2.274, 2.004, -0.466], [3.606, -0.685, 0.681], [-6.850, 6.568, 1.567], [-2.965, -4.163, -2.759], [-6.207, 6.375, 2.428], [-2.829, 1.822, -3.305], [3.535, -3.601, 3.311], [7.480, -0.256, 3.318], [-2.548, -2.725, -1.867], [-0.691, -5.437, -2.124], [1.994, -2.323, 4.369], [2.824, -1.776, 0.015], [-1.925, 2.458, 0.463], [-5.202, 4.376, 1.467], [-5.574, 5.065, -1.740], [5.557, 2.217, 0.242], [-1.541, 2.396, -2.779], [-3.080, 2.334, -4.233], [2.416, -3.520, 3.423], [-1.751, -3.033, -3.424]]
}

***

(4)
{
  "formula": "C24H44KN9S3",
  "method": "ωB97M-V/def2-TZVPD",
  "e_homo_ev": 0.4744,
  "total_energy_ha": -3228.02750,
  "orbital_gap_ev": 3.60,
  "total_charge": -2,
  "elements": ["H", "C", "C", "N", "H", "H", "C", "N", "H", "H", "S", "H", "C", "H", "H", "H", "N", "C", "H", "H", "H", "H", "C", "C", "H", "H", "N", "N", "H", "H", "H", "C", "C", "K", "H", "C", "N", "H", "C", "H", "C", "H", "C", "N", "C", "H", "C", "H", "C", "N", "H", "H", "H", "H", "N", "H", "C", "C", "C", "H", "S", "H", "H", "C", "C", "H", "H", "H", "H", "S", "C", "H", "H", "H", "H", "H", "H", "C", "H", "H", "C"],
  "xyz": [[-0.150, 1.493, -3.589], [4.778, -0.553, -4.563], [-1.376, 3.036, -1.011], [-0.745, -1.086, 2.959], [-4.335, 1.209, 1.362], [-0.675, -3.714, 2.055], [-4.678, -0.830, 0.736], [2.018, 0.131, -2.207], [3.508, 1.480, -5.441], [-1.319, -4.898, 4.075], [-1.420, -1.659, 0.441], [6.885, -0.084, -4.637], [-1.661, -0.903, 1.875], [1.184, 1.060, -6.151], [-0.858, -0.489, 3.793], [1.824, -0.243, -1.265], [1.927, -1.102, 0.616], [-0.106, -3.488, 2.978], [-3.872, 3.612, -3.193], [-4.213, -1.155, 3.599], [-4.133, -1.724, 0.375], [-5.340, -0.498, -0.094], [-1.003, -3.838, 4.180], [-0.720, 3.314, 0.247], [3.797, -2.408, -2.436], [4.683, -0.574, -5.656], [3.552, -0.034, -3.962], [-2.719, 0.047, 2.031], [6.115, 0.341, -3.099], [5.840, 1.342, -4.529], [-0.974, 4.248, 2.158], [3.088, -0.403, -2.710], [-2.063, 2.505, -3.577], [0.269, 0.418, -0.420], [-4.312, -2.758, 2.760], [5.971, 0.311, -4.184], [-0.498, 2.345, -1.754], [-1.916, -3.205, 4.171], [2.825, 0.968, -4.752], [-6.183, -0.342, 2.246], [1.790, 2.472, 2.086], [4.859, -1.151, -1.744], [3.822, -1.455, -1.900], [0.351, 2.597, 0.393], [-5.604, -1.226, 1.903], [2.524, 3.735, 3.375], [0.367, -2.021, 2.955], [-0.007, -2.638, 5.718], [1.713, 0.311, -5.554], [1.241, 3.277, 1.256], [-0.980, -4.009, 6.340], [-6.325, -1.977, 1.512], [-2.753, 0.593, 2.906], [2.413, 1.753, -4.107], [2.686, 2.799, 3.044], [3.356, -1.599, -0.922], [-0.294, -3.691, 5.527], [-0.868, 2.075, -3.019], [-2.936, 3.246, -2.784], [0.786, -4.151, 2.984], [3.830, -2.847, 1.806], [-5.643, -2.193, 3.838], [-3.207, 0.649, 0.086], [-1.141, 4.479, 1.102], [-3.721, 0.346, 1.024], [0.613, -4.333, 5.556], [-0.795, -0.232, -2.319], [0.995, -1.842, 3.852], [-2.200, 4.715, 0.986], [1.240, 0.889, 2.089], [-4.888, -1.868, 3.091], [-2.303, 2.269, -4.608], [4.958, -1.590, -4.264], [-0.551, 5.360, 0.830], [-3.241, 4.113, -0.834], [0.984, -0.179, -4.900], [1.012, -1.834, 2.070], [-2.590, 3.524, -1.464], [2.113, -0.447, -6.235], [2.633, 2.080, 3.755], [2.766, -1.871, 1.141]]
}